[1]
{
  "formula": "C30H68GaN2O5",
  "method": "wB97M-V/def2-TZVPD",
  "total_energy_ha": -3594.24716,
  "homo_ha": -0.1590,
  "gap_ev": 6.721,
  "charge": -1,
  "largest_force_ev_per_a": 2.19,
  "symbols": ["C", "C", "C", "C", "C", "C", "C", "C", "C", "C", "C", "Ga", "C", "C", "C", "C", "C", "O", "C", "C", "C", "C", "C", "O", "C", "O", "H", "H", "H", "H", "H", "H", "H", "H", "H", "H", "H", "H", "H", "H", "H", "H", "H", "H", "H", "H", "H", "H", "H", "H", "H", "H", "H", "H", "H", "H", "H", "H", "H", "H", "H", "H", "H", "H", "H", "H", "H", "H", "H", "H", "H", "H", "C", "C", "C", "O", "C", "N", "H", "H", "H", "H", "H", "H", "H", "H", "H", "H", "H", "C", "C", "C", "O", "C", "N", "H", "H", "H", "H", "H", "H", "H", "H", "H", "H", "H"],
  "coordinates": [[1.38561, -1.83005, 5.06002], [1.35247, -2.79945, 3.86109], [0.31104, -2.37916, 2.80233], [-1.12025, -2.77650, 3.26362], [-1.79878, -1.73777, 4.17643], [-3.31965, -2.00116, 4.22613], [-4.08740, -0.68260, 4.34746], [-4.06101, 0.19886, 3.08811], [-4.04963, -0.58745, 1.75739], [-4.08546, 0.42492, 0.59726], [-3.37344, -0.04696, -0.69634], [-1.91969, 1.20776, -1.40858], [-1.58581, 1.02207, -3.44529], [-0.08621, 1.31704, -3.67457], [0.21558, 1.89617, -5.07375], [0.25006, 3.43081, -4.98970], [1.46720, 3.92909, -4.22673], [1.97988, 5.12416, -4.84297], [3.34999, 5.25706, -4.60578], [-2.17761, 3.19250, -0.93791], [-3.62770, 3.68109, -0.82456], [-3.65065, 5.14950, -0.33390], [-3.27626, 5.30816, 1.15702], [-3.34413, 4.09491, 1.92739], [-2.21758, 3.81712, 2.58691], [-2.17564, 3.40035, 3.68435], [0.99110, -0.85863, 4.77466], [2.37984, -1.70926, 5.48453], [0.73509, -2.22960, 5.83602], [2.35468, -2.89114, 3.42182], [1.08919, -3.80306, 4.19652], [0.50625, -2.98246, 1.91498], [0.35714, -1.30897, 2.62053], [-1.72530, -2.85569, 2.36226], [-1.04622, -3.71881, 3.80735], [-1.37181, -1.80175, 5.17432], [-1.62831, -0.71546, 3.83841], [-3.64005, -2.60202, 3.37983], [-3.56610, -2.58320, 5.11881], [-5.11280, -0.82165, 4.69308], [-3.59344, -0.11098, 5.14083], [-4.93037, 0.85038, 3.02088], [-3.17676, 0.83232, 3.04894], [-4.98050, -1.16438, 1.70975], [-3.20618, -1.26951, 1.68825], [-3.55792, 1.31366, 0.96193], [-5.10720, 0.75430, 0.39792], [-2.88144, -1.00016, -0.47690], [-4.09843, -0.27427, -1.48568], [-0.51526, 0.75156, -0.71391], [-1.78048, -0.02243, -3.69953], [-2.23242, 1.69022, -4.02318], [0.42197, 0.35551, -3.56700], [0.29121, 1.95558, -2.87574], [1.19202, 1.59011, -5.46428], [-0.56437, 1.57588, -5.76444], [-0.65862, 3.83635, -4.54783], [0.35403, 3.80886, -6.01095], [1.20604, 4.18583, -3.19683], [2.27222, 3.18833, -4.24232], [3.92066, 4.50729, -5.17344], [3.60931, 5.12470, -3.54846], [3.70098, 6.23814, -4.91801], [-1.58145, 3.42787, -0.05571], [-1.72427, 3.77201, -1.75513], [-4.22188, 3.11005, -0.11219], [-4.10909, 3.63226, -1.80047], [-2.90516, 5.69293, -0.90993], [-4.65536, 5.55665, -0.47586], [-4.00149, 5.98607, 1.60969], [-2.31495, 5.80647, 1.27955], [-1.28080, 3.96890, 2.02172], [7.73699, -1.45920, 3.64187], [6.77961, -0.31012, 3.94584], [5.31578, -0.74447, 4.12555], [4.63711, -1.06831, 2.92968], [4.91375, -2.35105, 2.40199], [6.92193, 0.71127, 2.90323], [7.68663, -1.77744, 2.60129], [8.76602, -1.14720, 3.82536], [7.53257, -2.32450, 4.27636], [7.09793, 0.13047, 4.89583], [4.76626, 0.10013, 4.54949], [5.23306, -1.57048, 4.84622], [5.06799, -3.09289, 3.19190], [5.78463, -2.31222, 1.74307], [4.05954, -2.65732, 1.79866], [6.37397, 1.52709, 3.16322], [6.45640, 0.36314, 2.06787], [-0.61514, -2.55597, -5.14739], [0.51270, -3.23490, -4.37519], [0.69295, -4.72501, -4.71161], [-0.28356, -5.58972, -4.15882], [-1.52058, -5.61642, -4.84364], [0.29696, -3.01497, -2.94375], [-1.59736, -2.78277, -4.73407], [-0.50059, -1.47266, -5.10159], [-0.60775, -2.84937, -6.20083], [1.44365, -2.73227, -4.65705], [1.64388, -5.05290, -4.28254], [0.76443, -4.87944, -5.79794], [-1.38833, -5.51168, -5.92488], [-2.18777, -4.83561, -4.47325], [-1.99399, -6.57784, -4.64088], [1.10281, -3.35925, -2.42797], [-0.46073, -3.62536, -2.64629]],
  "mulliken_charge": [-1.15, 0.06, -0.77, -0.72, -0.51, -0.94, -1.24, -0.42, 0.04, 0.10, -1.03, -0.21, -0.55, -0.58, -0.91, -0.47, -0.60, -0.38, -0.77, -0.24, -0.31, -0.78, -0.57, -0.31, 0.10, -0.49, 0.27, 0.32, 0.34, -0.18, 0.37, 0.28, 0.37, 0.45, 0.35, 0.33, 0.28, 0.46, 0.56, 0.40, 0.32, 0.59, 0.00, 0.11, -0.15, -0.41, 0.51, 0.40, 0.37, -0.37, 0.13, 0.49, 0.09, 0.37, 0.44, 0.39, 0.22, 0.36, 0.30, 0.43, 0.30, 0.31, 0.27, -0.16, 0.36, 0.10, 0.46, 0.33, 0.40, 0.35, 0.37, 0.37, -1.40, 0.28, -0.60, -0.39, -0.79, -0.75, 0.29, 0.35, 0.33, 0.41, 0.33, 0.40, 0.33, 0.27, 0.30, 0.28, 0.33, -0.90, 0.41, -0.84, -0.39, -0.64, -0.51, 0.24, -0.20, 0.39, 0.37, 0.38, 0.40, 0.29, 0.24, 0.25, 0.24, 0.27]
}


[2]
{
  "formula": "C30H68N8O12S",
  "method": "wB97M-V/def2-TZVPD",
  "total_energy_ha": -2923.11769,
  "homo_ha": -0.3079,
  "gap_ev": 8.764,
  "smiles": "O=S1(=O)CCC[C@H](CCO)O1.CNC(C)=O.CNC(C)=O.CNC(C)=O.CNC(C)=O.CNC(C)=O.CNC(C)=O.CNC(C)=O.CNC(C)=O",
  "largest_force_ev_per_a": 1.28,
  "symbols": ["O", "S", "O", "C", "C", "C", "C", "C", "C", "O", "O", "H", "H", "H", "H", "H", "H", "H", "H", "H", "H", "H", "H", "C", "N", "C", "C", "O", "H", "H", "H", "H", "H", "H", "H", "C", "N", "C", "C", "O", "H", "H", "H", "H", "H", "H", "H", "C", "N", "C", "C", "O", "H", "H", "H", "H", "H", "H", "H", "C", "N", "C", "C", "O", "H", "H", "H", "H", "H", "H", "H", "C", "N", "C", "C", "O", "H", "H", "H", "H", "H", "H", "H", "C", "N", "C", "C", "O", "H", "H", "H", "H", "H", "H", "H", "C", "N", "C", "C", "O", "H", "H", "H", "H", "H", "H", "H", "C", "N", "C", "C", "O", "H", "H", "H", "H", "H", "H", "H"],
  "coordinates": [[0.84727, -0.05454, 0.52988], [1.50866, 0.40564, -0.65694], [2.58295, -0.41701, -1.13135], [2.18809, 2.01324, -0.28085], [1.25821, 3.19034, -0.56595], [0.63939, 3.00891, -1.93454], [-0.23293, 1.78379, -2.10264], [-1.59566, 1.83169, -1.40220], [-1.70438, 1.46576, 0.06829], [-3.05034, 1.68298, 0.50794], [0.47212, 0.51699, -1.84626], [3.09663, 2.10155, -0.87143], [2.44764, 1.92695, 0.77052], [1.88614, 4.08334, -0.59779], [0.52252, 3.35587, 0.21503], [-0.00004, 3.86429, -2.15597], [1.42735, 3.01167, -2.69252], [-0.46586, 1.75129, -3.16482], [-2.22069, 1.10647, -1.93097], [-2.04128, 2.80849, -1.58895], [-1.05501, 2.05954, 0.71003], [-1.52251, 0.40755, 0.21422], [-3.27840, 2.58327, 0.26396], [0.88708, -2.81905, 1.98116], [0.42917, -2.57110, 3.33732], [-0.04153, -3.45934, 4.24108], [-0.11787, -4.91152, 3.83479], [-0.39048, -3.09331, 5.35730], [1.92577, -2.50681, 1.87135], [0.28826, -2.25029, 1.27674], [0.81214, -3.87486, 1.74182], [0.45234, -1.62150, 3.67438], [-0.49994, -5.48093, 4.67841], [-0.78067, -5.03882, 2.97755], [0.87090, -5.29134, 3.57549], [-3.98386, 7.36363, -2.40695], [-3.64093, 6.27613, -1.51128], [-2.42005, 5.85520, -1.12281], [-1.21960, 6.59424, -1.66931], [-2.29397, 4.90758, -0.35426], [-4.60432, 8.09419, -1.88432], [-4.55168, 6.96936, -3.24614], [-3.09431, 7.86448, -2.77561], [-4.40295, 5.74179, -1.12198], [-0.32269, 6.13856, -1.26018], [-1.18681, 6.53149, -2.75766], [-1.24415, 7.64435, -1.37801], [-1.36223, -2.11007, -7.01932], [-0.73986, -0.91404, -6.48817], [-0.20776, -0.72291, -5.26177], [-0.24674, -1.87453, -4.28793], [0.29614, 0.35483, -4.96420], [-0.81302, -2.46478, -7.89241], [-2.39141, -1.90349, -7.31744], [-1.36981, -2.89662, -6.27310], [-0.66160, -0.11032, -7.09116], [0.22394, -1.55552, -3.36354], [-1.27490, -2.17326, -4.07915], [0.29806, -2.73128, -4.68572], [4.01927, 0.55083, -3.86698], [3.36841, 0.22172, -5.12278], [3.84708, -0.49428, -6.16584], [5.25633, -1.02599, -6.03769], [3.16583, -0.69619, -7.16344], [3.42698, 0.15908, -3.04244], [4.08345, 1.63915, -3.76031], [5.02186, 0.13735, -3.82037], [2.42132, 0.55520, -5.24620], [5.51026, -1.57150, -6.94105], [5.96801, -0.20839, -5.90854], [5.34126, -1.69863, -5.18384], [-2.09855, -3.85913, 8.87201], [-1.43669, -4.59339, 7.81639], [-1.20582, -5.92895, 7.75589], [-1.67318, -6.76981, 8.92225], [-0.63921, -6.42508, 6.78997], [-2.97962, -3.34347, 8.48396], [-1.42613, -3.10958, 9.29521], [-2.41244, -4.52845, 9.66628], [-1.09897, -4.07082, 7.01699], [-1.41748, -7.80505, 8.73308], [-1.18940, -6.46202, 9.84600], [-2.75484, -6.68881, 9.04394], [6.49745, 3.89525, -7.30016], [6.92123, 2.84969, -6.39021], [8.18484, 2.48992, -6.03935], [9.32581, 3.26159, -6.66134], [8.37346, 1.57817, -5.25240], [5.87096, 4.62255, -6.78079], [5.91851, 3.47261, -8.12282], [7.35792, 4.41167, -7.71163], [6.21002, 2.29503, -5.93944], [10.25647, 2.85379, -6.28072], [9.31426, 3.16501, -7.74746], [9.26884, 4.31889, -6.40035], [-9.61663, 7.63391, -3.06535], [-8.24409, 7.17382, -3.16401], [-7.75190, 5.93600, -2.90451], [-8.73000, 4.87712, -2.45474], [-6.55987, 5.69769, -3.03466], [-9.97003, 7.98812, -4.03465], [-9.69287, 8.45403, -2.35015], [-10.26311, 6.82829, -2.73601], [-7.54331, 7.83304, -3.46317], [-8.18134, 3.95527, -2.29210], [-9.21766, 5.16788, -1.52387], [-9.49305, 4.70553, -3.21436], [2.52331, -8.78325, 13.05006], [1.31165, -8.32533, 12.39968], [0.42588, -9.04739, 11.66209], [0.71250, -10.51977, 11.47851], [-0.55446, -8.51579, 11.16976], [2.46867, -8.61000, 14.12623], [3.39153, -8.24975, 12.65972], [2.66665, -9.84447, 12.87923], [1.06613, -7.35178, 12.48242], [-0.07944, -10.94463, 10.87060], [1.66641, -10.67014, 10.97211], [0.73709, -11.03450, 12.43966]],
  "mulliken_charge": [-0.63, 1.13, -0.81, -1.00, -0.47, -0.77, 0.12, -0.37, -0.29, -0.60, -0.05, 0.39, 0.45, 0.51, 0.24, 0.20, 0.33, 0.21, 0.26, 0.25, 0.19, 0.26, 0.35, -0.77, -0.11, 0.85, -1.00, -0.76, 0.26, 0.17, 0.34, 0.20, 0.09, 0.32, 0.35, -0.85, -0.10, 0.89, -1.44, -0.61, 0.27, 0.24, 0.38, 0.19, 0.25, 0.38, 0.47, -0.91, -0.16, 0.90, -1.10, -0.78, 0.29, 0.30, 0.34, 0.26, -0.08, 0.41, 0.46, -0.62, 0.07, 0.83, -1.17, -0.68, 0.09, 0.19, 0.45, 0.08, 0.30, 0.20, 0.36, -0.95, -0.04, 0.96, -1.46, -0.67, 0.29, 0.29, 0.37, 0.26, 0.30, 0.39, 0.36, -0.90, -0.06, 0.93, -1.37, -0.64, 0.28, 0.29, 0.35, 0.10, 0.29, 0.36, 0.37, -0.86, -0.14, 0.82, -1.39, -0.61, 0.29, 0.29, 0.33, 0.22, 0.30, 0.37, 0.39, -0.83, -0.17, 0.79, -1.33, -0.60, 0.29, 0.28, 0.31, 0.22, 0.28, 0.37, 0.38]
}


Q: Which formula does entry 2 have?
A: C30H68N8O12S